# 1
The following is a DFT calculation (wB97M-V/def2-TZVPD) of a cluster of 2 separate species, C2ClO3P in total in a non-equilibrium geometry.

Geometry (Å):
C: -0.354 -0.941 -0.339
C: 0.644 -0.505 1.614
O: -1.501 1.411 -1.332
O: -1.336 -1.660 -0.253
O: 0.815 1.523 -0.458
P: -0.556 0.880 -0.296
Cl: 2.288 -0.708 1.064

Energy above the lowest of the compared OMol25 structures with the same formula, charge and spin ... 108.8 kcal per mole
Total energy ... -30021.79809 eV
E_HOMO (spin up / spin down) ... 1.8 / 1.7 eV
Kohn-Sham gap (spin up / spin down) ... 4.563 / 4.600 eV
Total charge ... -2

Results of the Mulliken charge analysis, in e, for atoms 1 through 6:
1 C 0.116
2 C -0.401
3 O -0.641
4 O -0.469
5 O -0.630
6 P 0.240

# 2
The following is a DFT calculation (wB97M-V/def2-TZVPD) of a structure of composition C25H28N9O4S2Sn.

Geometry (Å):
Sn: -0.426 0.704 0.329
C: -4.037 -3.775 2.410
C: -2.586 -3.295 2.396
N: -2.064 -3.160 1.049
C: -2.040 -2.035 0.300
S: -2.648 -0.531 0.952
N: -1.557 -2.200 -0.917
N: -1.275 -1.039 -1.547
C: -0.933 -1.142 -2.781
C: -0.801 -2.491 -3.430
C: -0.664 0.103 -3.525
C: -0.705 0.138 -4.925
C: -0.495 1.335 -5.583
C: -0.249 2.483 -4.844
C: -0.239 2.359 -3.461
N: -0.440 1.217 -2.823
H: -4.407 -3.866 3.435
H: -4.659 -3.054 1.875
H: -4.130 -4.744 1.915
H: -2.514 -2.323 2.877
H: -1.945 -3.990 2.940
H: -1.628 -3.954 0.607
H: -0.149 -3.093 -2.793
H: -1.767 -2.999 -3.471
H: -0.376 -2.433 -4.431
H: -0.923 -0.762 -5.485
H: -0.527 1.374 -6.666
H: -0.074 3.439 -5.319
H: -0.067 3.227 -2.828
C: 7.373 -1.091 2.234
C: 6.018 -1.270 1.598
C: 5.516 -2.539 1.333
C: 4.243 -2.705 0.796
C: 3.469 -1.593 0.514
C: 3.957 -0.318 0.768
C: 5.224 -0.162 1.304
S: 1.823 -1.772 -0.173
O: 1.806 -0.958 -1.374
O: 1.659 -3.201 -0.364
N: 0.859 -1.123 0.885
C: 0.969 -1.536 2.278
C: 0.266 -0.519 3.193
O: 0.115 -0.834 4.376
O: -0.069 0.589 2.649
H: 7.986 -1.985 2.115
H: 7.265 -0.900 3.305
H: 7.907 -0.244 1.801
H: 6.123 -3.411 1.554
H: 3.832 -3.685 0.593
H: 3.329 0.539 0.549
H: 5.605 0.833 1.508
H: 2.010 -1.561 2.613
H: 0.541 -2.525 2.465
N: -2.776 4.874 2.017
C: -2.060 4.677 3.179
C: -1.153 3.704 2.885
N: -1.291 3.307 1.579
C: -2.272 4.018 1.080
C: -2.813 3.879 -0.269
N: -2.742 2.786 -0.980
C: -3.370 3.060 -2.167
C: -3.839 4.341 -2.170
N: -3.475 4.865 -0.949
H: -3.571 5.476 1.915
H: -2.273 5.226 4.079
H: -0.422 3.227 3.520
H: -3.445 2.308 -2.938
H: -4.377 4.918 -2.903
H: -3.624 5.811 -0.651

Total energy ... -75485.53731 eV
E_HOMO ... -4.2 eV
Kohn-Sham gap ... 6.276 eV
Total charge ... -1

Results of the Mulliken charge analysis, in e, for atoms 1 through 6:
1 Sn 0.499
2 C -1.258
3 C -0.516
4 N -0.113
5 C 0.290
6 S -0.353

# 3
The following is a DFT calculation (wB97M-V/def2-TZVPD) of an isolated molecule of C4H6BrN in a non-equilibrium geometry.

Geometry (Å):
C: 1.027 0.295 1.628
C: 0.047 0.542 0.635
N: -0.534 1.489 0.109
C: -0.823 -0.055 -0.376
C: -0.447 -0.486 -1.735
Br: -2.594 -0.600 0.405
H: 1.827 -0.444 1.392
H: 0.583 0.036 2.616
H: 1.566 1.138 1.839
H: 0.689 -0.152 -2.060
H: -1.024 -0.197 -2.645
H: -0.317 -1.568 -1.807

Energy above the lowest of the compared OMol25 structures with the same formula, charge and spin ... 35.0 kcal per mole
Total energy ... -75775.40433 eV
E_HOMO ... -9.4 eV
Kohn-Sham gap ... 10.163 eV
Total charge ... 0
SMILES ... CC1=N[C@]1(C)Br

Results of the Mulliken charge analysis, in e, for atoms 1 through 6:
1 C -1.169
2 C 0.480
3 N -0.536
4 C 0.582
5 C -1.001
6 Br -0.211

# 4
The following is a DFT calculation (wB97M-V/def2-TZVPD) of a cluster of 9 separate species, C32H57F15O22S4 in total in a non-equilibrium geometry.

Geometry (Å):
C: -0.353 -4.159 3.721
C: 1.077 -3.805 3.438
O: 1.649 -5.123 2.986
C: 2.956 -5.228 3.103
O: 3.777 -4.438 3.440
C: 3.382 -6.724 2.707
F: 2.705 -7.384 1.810
F: 4.711 -6.655 2.380
F: 3.302 -7.414 3.839
H: -0.850 -3.351 4.274
H: -0.502 -5.105 4.265
H: -1.002 -4.280 2.842
H: 1.602 -3.428 4.301
H: 1.237 -3.077 2.657
C: -3.088 -1.415 -4.791
C: -2.225 -0.352 -5.463
O: -2.199 0.835 -4.541
C: -1.353 1.774 -4.964
O: -0.667 1.724 -5.969
C: -1.220 2.919 -3.929
F: -0.107 3.548 -4.295
F: -2.246 3.791 -3.993
F: -1.122 2.434 -2.705
H: -3.783 -1.856 -5.500
H: -3.791 -0.997 -4.097
H: -2.513 -2.122 -4.213
H: -2.602 -0.019 -6.423
H: -1.230 -0.723 -5.659
C: -5.948 -3.407 2.392
C: -4.668 -3.890 3.108
O: -4.318 -5.189 2.645
C: -3.422 -5.327 1.660
O: -2.882 -4.441 1.124
C: -3.237 -6.815 1.347
F: -4.415 -7.375 1.171
F: -2.441 -7.011 0.268
F: -2.687 -7.348 2.413
H: -6.713 -4.188 2.435
H: -5.837 -3.030 1.396
H: -6.353 -2.579 2.942
H: -4.860 -3.934 4.207
H: -3.780 -3.247 2.982
C: -0.934 8.005 2.653
C: -0.882 6.633 2.027
O: -1.161 6.595 0.636
C: -0.282 7.048 -0.230
O: 0.814 7.420 -0.008
C: -0.898 6.938 -1.589
F: -1.930 7.847 -1.627
F: -0.050 7.202 -2.537
F: -1.498 5.774 -1.850
H: -1.919 8.498 2.660
H: -0.262 8.651 2.153
H: -0.603 7.849 3.677
H: -1.465 5.926 2.560
H: 0.106 6.230 2.285
C: -4.946 2.667 -0.471
C: -4.728 1.345 0.368
O: -4.335 1.735 1.706
C: -3.668 0.856 2.473
O: -3.148 -0.187 2.084
C: -3.727 1.393 3.904
F: -3.725 2.733 3.934
F: -4.925 0.947 4.457
F: -2.718 1.048 4.630
H: -4.181 3.393 -0.205
H: -5.902 3.138 -0.200
H: -4.862 2.469 -1.604
H: -3.979 0.712 0.001
H: -5.569 0.670 0.560
C: 4.860 1.120 -0.092
C: 3.407 0.889 0.156
O: 3.289 0.947 1.612
S: 2.988 -0.315 2.546
C: 4.674 -1.029 2.621
O: 2.708 0.141 3.908
O: 2.034 -1.205 1.881
H: 5.117 2.166 0.200
H: 5.201 0.992 -1.104
H: 5.397 0.439 0.536
H: 2.719 1.705 -0.226
H: 3.063 -0.106 -0.124
H: 5.461 -0.275 2.810
H: 4.845 -1.518 1.655
H: 4.723 -1.774 3.434
C: 3.794 1.366 -3.832
C: 2.815 2.388 -3.476
O: 3.411 3.204 -2.353
S: 2.594 4.359 -1.591
C: 2.676 5.718 -2.642
O: 1.226 3.968 -1.602
O: 3.327 4.620 -0.408
H: 3.392 0.762 -4.603
H: 3.985 0.700 -2.959
H: 4.717 1.860 -4.122
H: 2.680 3.138 -4.228
H: 1.824 2.054 -3.115
H: 2.388 6.524 -2.004
H: 2.051 5.598 -3.541
H: 3.734 5.925 -2.852
C: -0.698 2.962 0.830
C: -0.124 1.647 0.357
O: -1.380 0.911 -0.103
S: -1.190 -0.415 -0.979
C: -0.874 -1.584 0.331
O: -2.495 -0.721 -1.556
O: -0.060 -0.261 -1.922
H: -1.457 2.879 1.615
H: -1.103 3.519 -0.039
H: 0.029 3.578 1.330
H: 0.470 1.777 -0.574
H: 0.343 1.061 1.197
H: -0.812 -2.597 -0.104
H: -1.750 -1.560 0.972
H: 0.066 -1.405 0.854
C: 0.803 -4.612 -1.148
C: 1.510 -3.322 -1.598
O: 2.909 -3.609 -2.060
S: 3.973 -3.536 -0.948
C: 5.295 -4.350 -1.846
O: 4.289 -2.152 -0.699
O: 3.578 -4.274 0.173
H: 0.862 -5.174 -2.024
H: -0.294 -4.423 -0.879
H: 1.330 -5.143 -0.374
H: 1.083 -2.776 -2.401
H: 1.528 -2.608 -0.769
H: 5.337 -3.690 -2.747
H: 4.970 -5.373 -1.991
H: 6.157 -4.236 -1.149

Energy above the lowest of the compared OMol25 structures with the same formula, charge and spin ... 0.0 kcal per mole
Total energy ... -163255.35662 eV
E_HOMO ... -10.8 eV
Kohn-Sham gap ... 11.117 eV
Total charge ... 0
SMILES ... CCOC(=O)C(F)(F)F.CCOC(=O)C(F)(F)F.CCOC(=O)C(F)(F)F.CCOC(=O)C(F)(F)F.CCOC(=O)C(F)(F)F.CCOS(C)(=O)=O.CCOS(C)(=O)=O.CCOS(C)(=O)=O.CCOS(C)(=O)=O

Results of the Mulliken charge analysis, in e, for atoms 1 through 6:
1 C -1.059
2 C 0.801
3 O -0.185
4 C 0.389
5 O -0.526
6 C 0.857

# 5
The following is a DFT calculation (wB97M-V/def2-TZVPD) of a cluster of 23 separate species, C37H120O37 in total in a non-equilibrium geometry.

Geometry (Å):
C: 10.016 26.378 -23.033
O: 9.758 27.655 -22.453
H: 9.360 26.166 -23.877
H: 11.029 26.389 -23.437
H: 9.922 25.621 -22.255
H: 9.233 27.501 -21.664
C: 3.430 23.529 -20.818
O: 3.357 24.739 -20.142
H: 4.481 23.246 -20.870
H: 2.970 22.775 -20.179
H: 2.841 23.468 -21.734
H: 3.767 24.613 -19.283
C: 6.562 16.447 -18.268
O: 6.967 15.628 -19.380
H: 5.950 15.865 -17.580
H: 7.364 16.823 -17.632
H: 6.097 17.419 -18.434
H: 7.608 16.128 -19.891
C: 8.805 22.036 -17.535
O: 8.733 20.641 -17.530
H: 9.261 22.496 -18.412
H: 7.793 22.416 -17.390
H: 9.449 22.238 -16.680
H: 8.650 20.390 -16.607
C: 10.656 24.933 -12.744
O: 10.413 24.798 -14.113
H: 10.046 24.199 -12.218
H: 11.698 24.934 -12.424
H: 10.258 25.876 -12.370
H: 11.083 24.243 -14.520
C: 6.146 19.869 -20.217
O: 4.936 19.060 -20.233
H: 6.630 19.982 -19.246
H: 6.808 19.395 -20.941
H: 6.029 20.867 -20.640
H: 4.351 19.443 -19.575
C: 13.447 21.981 -11.661
O: 13.718 21.945 -13.055
H: 14.266 21.431 -11.197
H: 13.377 22.952 -11.170
H: 12.480 21.519 -11.462
H: 13.031 22.330 -13.603
C: 3.072 24.812 -17.016
O: 4.376 24.694 -17.525
H: 2.586 23.838 -16.969
H: 3.097 25.213 -16.003
H: 2.436 25.477 -17.600
H: 4.745 23.950 -17.043
C: 7.080 25.302 -15.275
O: 8.258 26.117 -15.220
H: 6.826 24.842 -14.320
H: 6.266 25.920 -15.653
H: 7.224 24.580 -16.079
H: 8.948 25.710 -14.691
C: 9.320 15.060 -16.076
C: 9.848 15.682 -17.348
O: 11.226 15.452 -17.405
O: 9.672 15.648 -14.880
H: 9.549 13.998 -15.996
H: 8.232 14.994 -16.097
H: 9.697 16.746 -17.533
H: 9.394 15.113 -18.160
H: 11.521 16.013 -18.126
H: 10.532 15.339 -14.583
C: 7.423 25.306 -19.310
C: 7.240 26.613 -20.102
O: 8.316 27.477 -19.886
O: 8.371 24.461 -19.907
H: 6.499 24.730 -19.311
H: 7.686 25.470 -18.265
H: 6.268 27.054 -19.880
H: 7.080 26.354 -21.149
H: 8.242 27.882 -19.019
H: 7.980 24.156 -20.728
C: 7.119 30.082 -17.289
C: 6.795 28.635 -16.874
O: 8.000 27.942 -17.142
O: 7.789 30.787 -16.273
H: 6.207 30.644 -17.490
H: 7.736 30.026 -18.186
H: 5.901 28.247 -17.362
H: 6.542 28.565 -15.816
H: 8.031 27.258 -16.469
H: 8.732 30.613 -16.329
C: 12.100 18.613 -13.196
C: 11.856 18.445 -14.733
O: 12.283 19.548 -15.471
O: 13.507 18.786 -12.985
H: 11.655 17.741 -12.716
H: 11.597 19.455 -12.719
H: 10.790 18.271 -14.879
H: 12.314 17.548 -15.150
H: 13.216 19.469 -15.682
H: 13.642 19.690 -13.277
C: 9.030 17.163 -22.008
C: 10.410 16.702 -22.538
O: 11.466 17.628 -22.386
O: 8.903 17.049 -20.626
H: 8.267 16.493 -22.406
H: 8.826 18.188 -22.317
H: 10.307 16.578 -23.616
H: 10.601 15.697 -22.162
H: 11.717 17.650 -21.459
H: 9.446 17.729 -20.221
C: 6.378 24.139 -22.980
C: 6.730 24.957 -24.261
O: 7.387 24.165 -25.281
O: 7.564 23.701 -22.371
H: 5.807 23.239 -23.207
H: 5.928 24.734 -22.185
H: 7.205 25.915 -24.046
H: 5.760 25.327 -24.592
H: 7.605 24.756 -26.006
H: 7.803 23.005 -22.988
C: 5.638 17.601 -13.392
C: 6.908 16.688 -13.376
O: 8.131 17.451 -13.612
O: 5.606 18.230 -14.672
H: 5.590 18.460 -12.723
H: 4.737 16.989 -13.431
H: 6.755 15.964 -14.177
H: 6.847 16.055 -12.491
H: 8.758 16.903 -14.090
H: 6.497 18.542 -14.847
C: 12.365 23.032 -16.396
C: 13.910 23.212 -16.559
O: 14.626 22.027 -16.869
O: 11.942 22.356 -15.214
H: 12.063 22.395 -17.227
H: 11.857 23.996 -16.429
H: 14.366 23.489 -15.608
H: 14.088 24.008 -17.282
H: 14.427 21.773 -17.773
H: 12.015 21.401 -15.279
C: 12.446 23.145 -20.921
C: 12.643 23.825 -22.330
O: 13.942 23.682 -22.890
O: 13.177 23.832 -19.922
H: 12.752 22.110 -21.074
H: 11.380 23.160 -20.694
H: 12.465 24.900 -22.350
H: 11.859 23.565 -23.042
H: 14.580 24.166 -22.361
H: 12.756 24.650 -19.651
C: 3.630 21.158 -17.527
C: 4.842 20.951 -16.585
O: 5.233 22.276 -16.192
O: 3.215 19.903 -18.212
H: 3.906 21.862 -18.313
H: 2.794 21.585 -16.972
H: 5.682 20.495 -17.110
H: 4.640 20.385 -15.676
H: 5.888 22.084 -15.517
H: 3.060 19.270 -17.508
C: 9.480 21.273 -23.927
C: 10.111 21.853 -25.173
O: 9.738 23.214 -25.230
O: 8.072 21.284 -23.994
H: 9.735 21.980 -23.137
H: 9.937 20.312 -23.694
H: 9.907 21.317 -26.100
H: 11.189 21.803 -25.020
H: 8.800 23.417 -25.241
H: 7.779 20.409 -24.261
C: 11.263 19.037 -18.483
C: 12.374 18.587 -19.420
O: 12.454 17.191 -19.602
O: 10.021 19.052 -19.145
H: 11.283 20.053 -18.088
H: 11.216 18.348 -17.640
H: 13.312 19.011 -19.060
H: 12.244 19.086 -20.380
H: 13.399 17.110 -19.748
H: 9.452 19.543 -18.547
C: 12.036 27.203 -18.843
C: 11.023 26.441 -18.011
O: 10.778 25.125 -18.523
O: 13.326 26.761 -18.561
H: 11.907 28.241 -18.535
H: 11.885 27.116 -19.919
H: 10.080 26.979 -17.913
H: 11.459 26.401 -17.013
H: 9.940 25.076 -18.989
H: 13.496 26.942 -17.633
C: 7.914 22.055 -14.055
C: 8.813 20.745 -13.991
O: 8.391 19.653 -14.813
O: 6.531 21.770 -13.812
H: 8.159 22.692 -14.905
H: 8.210 22.627 -13.176
H: 8.667 20.279 -13.017
H: 9.872 21.000 -14.024
H: 8.374 18.863 -14.269
H: 6.472 21.348 -12.952

Total energy ... -116062.36515 eV
E_HOMO ... -9.4 eV
Kohn-Sham gap ... 9.247 eV
Total charge ... 0

Results of the Mulliken charge analysis, in e, for atoms 1 through 6:
1 C -0.374
2 O -0.675
3 H 0.113
4 H 0.444
5 H -0.042
6 H 0.323

# 6
The following is a DFT calculation (wB97M-V/def2-TZVPD) of a structure of composition C29H28HfN6O9P2 in a non-equilibrium geometry.

Geometry (Å):
Hf: -0.352 0.410 0.468
N: 0.377 1.964 4.470
C: -0.997 1.430 4.038
C: -2.032 1.861 5.040
P: -1.387 2.103 2.364
O: -2.250 3.393 2.573
O: -2.152 1.043 1.545
O: -0.023 2.322 1.700
P: -0.756 -0.422 3.836
O: 0.409 -0.638 4.976
O: -1.942 -1.208 4.250
O: -0.101 -0.541 2.450
H: 0.247 2.799 5.077
H: 0.936 2.158 3.632
H: 0.873 1.157 4.938
H: -2.159 2.947 5.004
H: -1.698 1.527 6.041
H: -2.971 1.367 4.788
H: -2.453 3.796 1.635
H: 0.116 -1.430 5.493
O: 2.129 0.332 0.740
N: 2.737 -0.809 0.559
N: 1.966 -1.695 -0.029
O: 0.670 -1.565 -0.039
C: 2.585 -2.793 -0.714
C: 1.948 -3.195 -1.903
C: 2.528 -4.138 -2.739
C: 3.622 -4.876 -2.260
C: 4.180 -4.534 -1.013
C: 3.765 -3.411 -0.315
H: 1.000 -2.753 -2.126
H: 2.114 -4.308 -3.726
H: 4.044 -5.715 -2.817
H: 4.995 -5.119 -0.596
H: 4.360 -3.077 0.514
N: -1.880 -1.135 -0.138
C: -2.737 -1.611 0.461
C: -3.798 -2.031 1.323
C: -4.870 -1.138 1.620
C: -5.836 -1.493 2.538
C: -5.738 -2.738 3.160
C: -4.654 -3.572 2.945
C: -3.679 -3.254 2.018
H: -4.878 -0.170 1.114
H: -6.679 -0.832 2.758
H: -6.509 -3.080 3.838
H: -4.606 -4.496 3.481
H: -2.869 -3.934 1.799
N: 0.438 0.550 -1.534
C: 1.026 1.044 -2.498
C: 0.629 0.865 -3.960
C: 1.022 1.816 -4.918
C: 0.508 1.788 -6.221
C: -0.283 0.727 -6.641
C: -0.621 -0.254 -5.711
C: -0.221 -0.167 -4.373
C: 2.196 1.992 -2.202
C: 2.044 2.868 -1.118
C: 3.122 3.600 -0.631
C: 4.359 3.510 -1.271
C: 4.505 2.690 -2.369
C: 3.429 1.927 -2.828
H: 1.732 2.598 -4.665
H: 0.810 2.576 -6.903
H: -0.616 0.626 -7.675
H: -1.247 -1.088 -5.987
H: -0.558 -0.886 -3.636
H: 1.072 2.980 -0.676
H: 3.004 4.200 0.255
H: 5.191 4.137 -0.962
H: 5.441 2.629 -2.884
H: 3.606 1.313 -3.693
O: -2.597 3.987 -0.104
C: -2.086 3.027 -0.616
N: -1.504 2.050 -0.950

Energy above the lowest of the compared OMol25 structures with the same formula, charge and spin ... 5.1 kcal per mole
Total energy ... -77786.35358 eV
E_HOMO ... -7.0 eV
Kohn-Sham gap ... 6.559 eV
Total charge ... 0

Results of the Mulliken charge analysis, in e, for atoms 1 through 6:
1 Hf 1.957
2 N -0.182
3 C 0.484
4 C -1.720
5 P 0.039
6 O -0.506

# 7
The following is a DFT calculation (wB97M-V/def2-TZVPD) of the ion C4H3S2 with charge -1 in a non-equilibrium geometry.

Geometry (Å):
C: 0.113 -0.121 -0.058
C: 1.308 -0.811 0.001
C: 1.254 0.673 0.014
C: -1.351 0.041 -0.108
S: 1.887 -2.324 -0.050
S: 1.942 2.231 -0.055
H: -1.899 -0.953 -0.118
H: -1.847 0.865 -0.622
H: -1.409 0.398 0.995

⟨S²⟩ ... 2.009
Energy above the lowest of the compared OMol25 structures with the same formula, charge and spin ... 10.5 kcal per mole
Total energy ... -25862.78733 eV
Multiplicity ... 3
E_HOMO (spin up / spin down) ... 0.1 / -3.4 eV
Kohn-Sham gap (spin up / spin down) ... 3.415 / 5.202 eV
Total charge ... -1

Results of the Mulliken charge analysis, in e, for atoms 1 through 6:
1 C 0.277
2 C 0.146
3 C -0.468
4 C -0.839
5 S -0.564
6 S -0.307